Formula: C48H126N6O12
Source: OMol25
Level of theory: ωB97M-V with the def2-TZVPD basis set

Computed properties:
Net charge = 0
Max |F| = 0.06228 Eh/bohr
SMILES = COC[C@H](C)N.COC[C@H](C)N.COC[C@H](C)N.COC[C@H](C)N.COC[C@H](C)N.COC[C@H](C)N.CCOCC.CCOCC.CCOCC.CCOCC.CCOCC.CCOCC
Energy relative to the best compared isomer or geometry (same formula, charge and spin) = 361.76 kJ/mol
E_HOMO = -8.9 eV
Kohn-Sham gap = 9.494 eV
LUMO level = 0.60 eV

The geometry in XYZ format:
```
192
Properties=species:S:1:pos:R:3:forces:R:3
C 0.179052 -0.547845 -4.883309 0.36 0.12 1.48
C -1.038246 0.279509 -5.376088 1.71 0.02 1.07
C -0.540357 1.169103 -6.471455 -0.87 0.54 -1.46
O -1.648947 1.996575 -6.852165 0.70 0.76 0.29
C -1.266911 2.845399 -7.930589 1.17 -0.82 1.05
N -2.073980 -0.597715 -5.819088 -2.04 -0.43 -0.55
H 0.780593 -0.075134 -4.040288 -1.01 -0.46 -0.93
H 0.903545 -0.779885 -5.633235 0.52 0.43 -1.11
H -0.080732 -1.568251 -4.603215 -0.56 0.18 0.59
H -1.411221 0.918694 -4.549131 0.02 -0.47 -0.39
H -0.338349 0.498582 -7.325685 0.26 0.07 -0.02
H 0.375956 1.776522 -6.333835 -0.41 -0.20 0.55
H -0.357837 3.454504 -7.679078 -0.70 -0.37 -0.13
H -2.074017 3.480617 -8.198692 -0.74 0.47 -0.17
H -1.016900 2.151809 -8.714861 0.24 0.15 -1.01
H -2.916825 -0.102579 -6.166656 0.87 -0.06 0.57
H -1.822776 -1.204791 -6.598804 0.49 0.17 0.29
C -0.298047 2.945921 3.492221 1.24 0.45 1.11
C -0.883009 2.031543 4.563511 0.63 0.85 -0.51
C -2.360511 1.928797 4.522868 -1.09 0.40 1.68
O -2.852258 1.334870 3.374528 -0.12 -0.39 -0.73
C -4.256710 1.175244 3.452059 0.18 1.21 0.92
N -0.222471 0.752692 4.505299 0.50 -1.17 -0.80
H 0.824217 2.964172 3.627574 -1.17 0.20 -0.13
H -0.722377 3.971742 3.529540 0.26 -0.66 -0.08
H -0.483960 2.485475 2.564001 -0.27 -0.21 -1.47
H -0.671495 2.553107 5.487935 0.21 -0.27 0.68
H -2.856801 2.913396 4.681011 0.33 -0.19 -0.16
H -2.602876 1.349681 5.447107 -0.36 -0.03 -0.49
H -4.682771 2.124794 3.881249 0.03 -0.82 -0.44
H -4.507922 0.353678 4.117513 -0.15 -0.20 0.16
H -4.656941 1.006401 2.473227 -0.10 -0.13 -0.56
H -0.409291 0.235077 3.612460 0.15 0.60 1.40
H -0.410439 0.117006 5.281908 -0.17 0.35 -0.28
C 3.801153 -1.698250 0.376701 0.49 -0.77 -0.02
C 3.495770 -3.133899 0.756121 -2.48 -0.11 0.06
C 3.902700 -3.460981 2.178091 0.78 -0.65 -0.42
O 5.315470 -3.489004 2.211855 0.85 -0.38 1.88
C 5.813196 -4.147818 3.447000 0.41 1.99 -1.37
N 2.010808 -3.303164 0.682382 -0.26 -1.00 1.23
H 3.591523 -1.523187 -0.698171 0.30 0.09 0.63
H 4.848777 -1.554488 0.663489 -0.08 0.46 -0.50
H 3.173459 -1.079095 1.006208 -0.13 0.34 -0.05
H 3.941362 -3.864858 0.109059 0.77 -0.19 -0.44
H 3.615392 -4.445914 2.480593 -0.80 -1.06 -0.31
H 3.421512 -2.856373 2.927289 0.03 1.13 0.29
H 5.604121 -3.512705 4.332790 0.40 -0.15 -0.51
H 6.901370 -4.314752 3.268521 -0.91 0.20 0.37
H 5.304446 -5.064488 3.623247 -0.44 -1.06 -0.15
H 1.663267 -4.265927 0.878226 0.68 0.89 -0.23
H 1.547507 -2.974843 -0.145350 0.30 0.25 -0.44
C -3.308547 -3.268250 5.443629 0.79 -2.58 0.84
C -2.480049 -2.719888 6.625288 0.00 -0.32 -0.06
C -0.974238 -2.915008 6.473288 -0.85 -1.14 -0.35
O -0.669108 -4.317517 6.420349 0.39 0.71 -0.30
C 0.430784 -4.575485 5.596589 0.30 -2.07 -1.37
N -2.781595 -1.309417 6.691619 -0.63 -0.01 0.52
H -2.905944 -4.206023 4.961758 -0.25 0.39 1.20
H -3.343637 -2.692285 4.573145 0.08 1.98 -1.01
H -4.326064 -3.445870 5.754123 -0.34 -0.12 0.06
H -2.714057 -3.156962 7.637953 -0.30 0.00 -1.23
H -0.580563 -2.524817 7.380833 0.95 0.62 0.65
H -0.589624 -2.394506 5.592233 0.03 0.05 -0.04
H 0.206970 -4.502689 4.498421 -0.14 0.57 0.64
H 0.666814 -5.673664 5.648066 -0.15 0.94 0.52
H 1.360558 -4.021881 5.778261 -0.30 0.19 0.37
H -2.444396 -0.839366 7.525876 0.20 0.07 -0.49
H -2.514150 -0.908184 5.812666 0.23 0.78 -0.03
C -2.519751 -1.588358 1.441495 0.18 -0.22 1.09
C -1.015672 -1.678767 1.397091 1.11 -0.01 0.01
C -0.257261 -0.331962 1.099597 -0.28 -1.41 -1.39
O -0.451095 0.036192 -0.291083 -0.41 -1.68 2.00
C -0.814788 1.354179 -0.431201 0.26 1.30 -1.91
N -0.414910 -2.198886 2.665995 -0.12 1.17 -0.95
H -2.906524 -1.051901 0.589887 -0.19 0.13 -0.29
H -2.819987 -1.118730 2.372551 -0.27 0.35 0.09
H -2.910982 -2.615216 1.468059 -0.09 0.24 -0.20
H -0.875143 -2.308324 0.508559 0.77 -0.27 0.14
H 0.842026 -0.347993 1.173842 -0.43 -0.73 0.68
H -0.650470 0.404785 1.772111 -0.29 0.64 0.16
H -0.040780 1.718337 -1.136721 -0.68 0.69 0.02
H -0.701178 1.953510 0.482420 -0.44 -0.16 -0.20
H -1.824376 1.416516 -0.921618 0.84 0.35 0.75
H 0.535459 -2.421284 2.415802 0.45 -0.37 0.20
H -0.830155 -2.974472 3.158672 -0.45 -0.17 -0.49
C 4.139487 -1.215998 5.532470 -0.67 2.50 1.58
C 3.752521 0.265686 5.171365 2.01 -0.50 -0.50
C 3.455090 0.325775 3.708586 -1.09 -0.42 -1.31
O 3.308400 1.657362 3.289517 0.38 1.10 -0.46
C 2.896094 1.724894 1.931180 -1.27 -0.30 0.11
N 2.704593 0.824883 5.988780 -0.25 -0.04 0.51
H 3.373230 -1.845569 5.181352 -1.04 -1.02 -0.50
H 4.168483 -1.308372 6.642566 0.26 -0.01 -0.82
H 5.056501 -1.449060 5.060443 1.04 -0.41 -0.30
H 4.652096 0.921198 5.228169 -0.30 -0.51 0.67
H 2.473809 -0.167490 3.605184 -0.05 -0.22 -0.39
H 4.160032 -0.153154 2.988985 -0.03 -0.17 0.91
H 2.603878 2.748785 1.611206 0.67 -0.50 0.51
H 1.959538 1.136722 1.894205 0.22 0.15 -0.36
H 3.595122 1.273863 1.203993 0.07 0.31 0.43
H 1.833467 0.984477 5.508578 -0.54 -0.91 -0.72
H 2.938472 1.775669 6.125971 0.64 1.12 0.72
C 5.340696 4.896195 0.476765 -1.76 -0.11 -0.93
C 5.527725 3.465813 -0.029108 0.43 0.03 -0.26
O 4.343411 3.023315 -0.686294 -0.45 0.04 0.02
C 4.437206 2.111723 -1.788016 1.84 1.33 -0.40
C 3.162812 2.101948 -2.601171 -0.86 -1.43 -0.04
H 6.282527 5.235967 0.839810 0.65 0.43 0.50
H 4.984199 5.588021 -0.341527 0.45 -0.74 0.97
H 4.570404 4.883324 1.286848 0.71 0.19 -0.56
H 6.384841 3.406775 -0.739060 -0.40 0.02 0.36
H 5.788241 2.881455 0.883214 -0.28 -0.28 -0.72
H 5.302523 2.449262 -2.445271 -0.81 -0.25 0.55
H 4.743125 1.135115 -1.416938 -0.33 -0.37 -0.02
H 2.338792 1.668018 -2.008640 0.18 0.35 0.05
H 3.235425 1.377250 -3.447384 0.31 0.60 0.45
H 2.811704 3.053691 -3.002415 0.42 0.09 0.19
C -3.987936 -3.412586 -5.745109 -1.08 -0.85 1.68
C -3.135522 -3.876668 -4.577324 0.76 1.74 0.96
O -2.123211 -4.802335 -4.896196 0.33 -0.94 -0.55
C -1.042166 -4.848490 -3.936682 -1.35 0.09 0.39
C -0.204129 -6.123193 -4.092059 -0.75 0.66 -1.61
H -4.364216 -4.340048 -6.145516 -0.29 -0.18 -0.81
H -4.894230 -2.886905 -5.301524 1.23 -0.32 -0.69
H -3.461294 -2.831576 -6.456300 0.32 0.56 -0.70
H -2.613767 -2.994668 -4.121782 -0.62 -0.37 -0.14
H -3.855379 -4.266030 -3.853226 0.28 -0.35 0.40
H -0.552913 -3.856465 -4.037843 0.40 -0.77 0.33
H -1.508515 -4.931893 -2.949344 0.02 0.45 0.22
H 0.329368 -6.011513 -5.018684 0.57 -0.10 -0.53
H -0.870179 -6.985780 -4.290123 0.30 0.39 0.69
H 0.536895 -6.278671 -3.320673 -0.18 -0.05 0.41
C 4.259067 6.486250 -2.648624 -0.21 -0.71 2.36
C 2.935429 5.861901 -2.130881 2.24 -0.15 2.29
O 2.302709 6.825116 -1.326254 0.88 1.29 0.60
C 1.174916 6.311061 -0.677651 0.67 0.44 0.07
C 1.482612 5.262631 0.360669 0.81 -0.75 0.19
H 4.099241 6.987022 -3.559345 0.38 0.25 -1.45
H 4.625783 7.252196 -1.917399 -0.62 -0.55 -0.45
H 5.015638 5.679665 -2.554739 -0.20 0.57 -1.10
H 2.214226 5.575740 -2.861871 -0.24 -0.70 -1.04
H 3.291680 4.985586 -1.464427 -1.08 0.96 -1.22
H 0.568934 7.116430 -0.291480 0.25 0.58 0.39
H 0.633621 5.963133 -1.501538 -1.75 -1.41 -0.89
H 0.614995 5.213694 1.007268 -0.08 -0.26 0.40
H 2.415870 5.495976 0.986906 -1.40 -0.23 -1.00
H 1.596940 4.269040 -0.144349 0.14 0.70 0.69
C -1.447107 -5.827616 1.072394 -0.40 -0.56 -0.34
C -0.179773 -6.556077 0.514018 -1.78 0.70 -1.43
O 0.897106 -6.363181 1.318763 1.38 0.04 2.06
C 0.711963 -6.963051 2.598000 0.78 0.39 0.47
C 1.992436 -6.827454 3.401493 -1.29 -0.27 1.26
H -1.904915 -6.386380 1.917176 0.60 0.68 -0.14
H -1.288761 -4.747353 1.259388 0.39 -0.68 0.43
H -2.275218 -5.801732 0.372482 0.03 -0.29 -0.65
H -0.344491 -7.636095 0.296544 -0.21 0.44 0.33
H 0.152559 -6.104289 -0.428000 -0.52 -0.03 -0.14
H -0.130779 -6.551506 3.151928 -0.12 0.21 -0.15
H 0.526782 -8.005637 2.450248 -0.34 -0.94 -0.21
H 2.066108 -5.847705 3.889631 0.45 -0.10 -0.59
H 2.770651 -7.118799 2.751433 1.32 0.23 -0.58
H 2.004830 -7.559178 4.233594 -0.20 0.26 -0.37
C -0.430254 5.473002 -4.841351 -0.39 -0.56 1.65
C -1.086261 6.626953 -4.035022 0.84 -1.24 -1.66
O -1.681909 5.968448 -2.950556 -0.14 0.18 -0.16
C -2.625521 6.731684 -2.250318 -1.55 -0.18 -0.76
C -3.414395 5.768378 -1.370666 -0.07 0.88 1.66
H 0.216493 5.679750 -5.689611 0.22 0.46 0.29
H 0.050981 4.864892 -4.030974 0.07 0.21 -1.10
H -1.265125 4.881257 -5.219704 0.07 -0.19 -0.01
H -0.366225 7.360309 -3.717082 0.38 0.50 0.29
H -1.769796 7.073192 -4.755169 -0.66 0.46 0.47
H -2.192118 7.538163 -1.705162 0.76 0.62 0.64
H -3.330670 7.230286 -2.987754 0.59 -0.51 0.65
H -3.920130 6.241341 -0.467403 0.99 -0.34 -0.98
H -2.848503 4.884803 -1.056144 0.22 0.43 0.05
H -4.220918 5.410760 -1.930125 -1.28 -0.81 -1.01
C -7.295006 -0.087220 -5.024051 0.00 0.22 -0.48
C -5.865636 0.278900 -5.423597 -0.87 -0.03 0.82
O -5.186190 0.957659 -4.373346 0.12 0.64 -1.00
C -4.811790 0.325504 -3.169706 -0.20 0.39 -0.29
C -4.078176 1.432588 -2.354154 -0.57 -2.94 0.16
H -7.371741 -0.767736 -4.222720 0.37 -0.68 1.42
H -7.944487 0.748444 -4.795322 0.16 0.43 0.02
H -7.781609 -0.656645 -5.786662 -0.25 -0.16 -1.06
H -5.367647 -0.646482 -5.776647 0.21 0.52 0.20
H -5.951129 1.021313 -6.226807 0.43 -0.31 0.04
H -5.697856 -0.016733 -2.639690 -0.26 -0.03 0.27
H -4.235204 -0.568666 -3.424101 0.48 0.06 0.32
H -3.100768 1.544833 -2.782673 0.42 0.54 -0.04
H -4.019988 1.064064 -1.313121 0.23 0.33 -0.36
H -4.696507 2.292068 -2.382161 -0.29 1.02 -0.12
```
Positions in Å, forces in eV/Å.